# 1
50
Properties=species:S:1:pos:R:3:nbo_charge:R:1 method="wB97M-V/def2-TZVPD" gap_ha="0.1698 / 0.2373" largest_force_ev_per_a=3.0 multiplicity=4 charge=-1 e_homo_ha="-0.075 / -0.149"
V -0.49 0.01 -0.03 1.135
O 3.07 3.96 -0.42 -0.710
C 3.77 2.87 -0.78 0.431
C 5.13 3.04 -1.07 -0.310
C 5.89 1.98 -1.52 -0.184
C 5.32 0.72 -1.67 -0.272
C 3.99 0.54 -1.35 -0.139
C 3.20 1.59 -0.91 -0.231
C 1.78 1.35 -0.58 0.586
O 1.34 0.15 -0.43 -0.684
N 0.97 2.38 -0.50 -0.472
N -0.32 1.95 -0.31 -0.323
C -1.26 2.84 -0.30 0.129
C -2.66 2.51 -0.23 -0.234
C -3.62 3.54 -0.21 -0.148
C -4.97 3.27 -0.18 -0.285
C -5.40 1.94 -0.19 -0.185
C -4.49 0.91 -0.22 -0.293
C -3.10 1.16 -0.23 0.459
O -2.25 0.17 -0.25 -0.707
H 2.11 3.70 -0.43 0.510
H 5.56 4.03 -0.94 0.213
H 6.93 2.14 -1.77 0.202
H 5.91 -0.11 -2.02 0.205
H 3.53 -0.44 -1.42 0.231
H -0.98 3.89 -0.37 0.182
H -3.28 4.57 -0.21 0.200
H -5.69 4.07 -0.16 0.202
H -6.46 1.71 -0.16 0.203
H -4.81 -0.13 -0.22 0.218
C -0.45 -2.03 -2.26 -0.654
C -0.44 -2.71 -0.92 0.163
C -0.43 -4.09 -0.80 -0.253
C -0.44 -4.70 0.45 -0.281
C -0.43 -3.88 1.61 0.015
C -0.44 -4.39 2.92 -0.283
C -0.44 -3.54 4.00 -0.219
C -0.43 -2.16 3.83 -0.259
C -0.42 -1.61 2.55 -0.161
S -0.39 0.11 2.28 -0.186
C -0.43 -2.47 1.43 0.118
N -0.44 -1.90 0.17 -0.561
H -0.46 -2.76 -3.07 0.217
H 0.43 -1.39 -2.38 0.218
H -1.34 -1.40 -2.35 0.216
H -0.44 -4.69 -1.70 0.196
H -0.45 -5.78 0.55 0.191
H -0.44 -5.47 3.06 0.191
H -0.44 -3.95 5.01 0.194
H -0.42 -1.50 4.68 0.206


# 2
50
Properties=species:S:1:pos:R:3:lowdin_spin:R:1 method="wB97M-V/def2-TZVPD" gap_ha="0.1749 / 0.1776" largest_force_ev_per_a=8.8 multiplicity=2 charge=+3 e_homo_ha="-0.628 / -0.628"
Ce 0.01 -0.03 -2.49 1.009
O -0.06 3.58 -2.61 0.001
C -0.15 2.44 -2.77 0.000
C -0.16 -2.43 -2.90 -0.001
O -0.07 -3.53 -2.58 0.000
C 2.32 0.09 -3.18 -0.001
O 3.40 0.00 -2.77 0.002
C -2.50 0.08 -3.02 0.000
O -3.64 -0.03 -2.82 0.003
C -0.09 0.68 -5.34 -0.002
H -0.98 1.29 -5.30 0.000
H 0.79 1.29 -5.30 0.000
C -0.09 -0.66 -5.33 0.000
H 0.80 -1.27 -5.30 0.000
H -0.97 -1.28 -5.31 0.000
O 0.82 -0.69 -0.60 -0.011
As 0.21 -0.14 0.98 0.000
C 0.21 1.80 0.88 0.000
C -0.98 2.46 1.24 0.000
C -0.99 3.85 1.33 0.000
C 0.18 4.58 1.03 0.000
C 1.34 3.91 0.62 0.000
C 1.35 2.51 0.52 0.000
C -1.52 -0.98 1.15 0.000
C -2.18 -1.73 0.16 0.000
C -3.42 -2.30 0.47 0.000
C -3.98 -2.14 1.74 0.000
C -3.33 -1.38 2.72 0.000
C -2.10 -0.80 2.42 0.000
C 1.64 -0.93 1.95 0.000
C 1.30 -1.97 2.83 0.000
C 2.32 -2.58 3.56 0.000
C 3.65 -2.21 3.33 0.000
C 3.98 -1.25 2.36 0.000
C 2.96 -0.63 1.63 0.000
H -1.86 1.86 1.45 0.000
H -1.90 4.36 1.64 0.000
H 0.17 5.66 1.09 0.000
H 2.24 4.47 0.37 0.000
H 2.24 1.98 0.18 0.000
H -1.70 -1.90 -0.82 0.000
H -3.94 -2.89 -0.28 0.000
H -4.94 -2.59 1.98 0.000
H -3.74 -1.24 3.72 0.000
H -1.56 -0.21 3.16 0.000
H 0.24 -2.23 2.94 0.000
H 2.05 -3.33 4.31 0.000
H 4.44 -2.67 3.91 0.000
H 5.01 -0.95 2.18 0.000
H 3.18 0.09 0.83 0.000


# 3
55
Properties=species:S:1:pos:R:3:nbo_charge:R:1 method="wB97M-V/def2-TZVPD" gap_ha="0.1724 / 0.2771" largest_force_ev_per_a=1.6 multiplicity=4 e_above_lowest_kcal_mol=40.9 e_homo_ha="-0.186 / -0.291"
V -0.09 1.14 0.08 1.158
C -1.48 0.81 -3.93 -0.327
C -2.52 -0.16 -3.81 -0.175
C -2.83 -0.71 -2.60 -0.222
C -2.11 -0.32 -1.44 0.117
N -1.14 0.66 -1.57 -0.563
C -0.84 1.17 -2.78 0.072
C -2.26 -0.83 -0.13 0.100
C -3.27 -1.76 0.25 -0.232
C -3.36 -2.17 1.55 -0.175
C -2.45 -1.68 2.51 -0.338
C -1.49 -0.78 2.09 0.073
N -1.38 -0.35 0.83 -0.550
H -1.20 1.24 -4.88 0.220
H -3.07 -0.47 -4.69 0.214
H -3.60 -1.46 -2.53 0.212
H -0.03 1.89 -2.80 0.188
H -3.96 -2.14 -0.49 0.212
H -4.13 -2.88 1.84 0.213
H -2.49 -1.98 3.54 0.220
H -0.77 -0.37 2.79 0.222
O 2.24 -0.19 1.35 -0.510
C 2.09 -0.70 0.18 0.825
O 1.24 -0.32 -0.63 -0.627
C 3.03 -1.82 -0.15 -0.150
C 4.06 -2.15 0.73 -0.132
C 4.92 -3.20 0.43 -0.211
C 4.75 -3.91 -0.75 -0.199
C 3.72 -3.56 -1.59 0.087
C 2.85 -2.52 -1.33 -0.174
N 3.54 -4.34 -2.85 0.526
O 2.64 -4.01 -3.59 -0.365
O 4.35 -5.22 -3.08 -0.377
H 4.18 -1.58 1.64 0.240
H 5.72 -3.45 1.10 0.225
H 5.40 -4.73 -1.01 0.253
H 2.05 -2.27 -2.01 0.273
C 2.30 1.76 3.49 -0.256
O 1.17 1.09 2.93 -0.543
C 1.21 0.95 1.57 0.504
O 1.47 2.04 0.82 -0.748
H 2.52 1.29 4.45 0.183
H 2.07 2.81 3.65 0.179
H 3.17 1.68 2.85 0.186
Br -4.16 6.32 1.01 0.103
C -3.04 4.83 0.82 -0.027
C -1.83 4.95 0.17 -0.277
C -1.04 3.82 0.07 0.084
N -1.39 2.63 0.57 -0.457
C -2.57 2.53 1.20 0.088
C -3.42 3.61 1.35 -0.276
H -1.50 5.89 -0.25 0.243
H -0.06 3.87 -0.41 0.220
H -2.82 1.56 1.59 0.231
H -4.37 3.48 1.86 0.244


# 4
73
Properties=species:S:1:pos:R:3:lowdin_charge:R:1 method="wB97M-V/def2-TZVPD" gap_ha=0.3130 largest_force_ev_per_a=9.3 multiplicity=1 smiles="CC(=O)N(C)C1=C(CCC(F)(F)C(F)(F)C(F)(F)C(F)(F)C(F)(F)C(F)(F)F)C(=O)OC1=O.O=C1OC[C@@H](F)O1.O=C1OC[C@@H](F)O1.O=C1OC[C@@H](F)O1" e_homo_ha=-0.372
C -0.72 3.08 2.82 -0.019
C -0.83 3.48 1.20 -0.281
O -0.23 4.55 0.67 -0.006
N -1.67 2.49 0.36 -0.081
C -3.08 3.10 0.43 -0.070
C -1.17 2.64 -1.06 -0.041
C -0.01 1.94 -1.67 0.017
C 1.06 0.85 -1.08 -0.114
C 0.58 0.07 0.29 -0.064
C 1.80 -0.94 0.82 -0.165
F 1.28 -2.33 0.52 -0.019
F 3.00 -0.77 -0.02 0.016
C 2.04 -0.89 2.43 -0.099
F 2.20 -2.32 2.88 0.020
F 0.91 -0.35 3.23 0.039
C 3.40 -0.11 2.92 -0.071
F 4.68 -0.74 2.39 0.034
F 3.48 -0.33 4.41 0.027
C 3.38 1.52 2.72 -0.080
F 2.84 1.98 1.42 0.046
F 2.52 2.05 3.85 0.029
C 4.84 2.25 2.91 -0.077
F 4.54 3.60 3.53 0.023
F 5.75 1.57 3.87 0.059
C 5.58 2.62 1.46 -0.114
F 5.01 3.88 0.86 0.035
F 5.59 1.48 0.50 0.049
F 7.03 2.95 1.73 0.024
C 0.24 2.36 -3.23 -0.186
O 0.98 1.81 -4.20 0.027
O -0.59 3.57 -3.37 0.019
C -1.65 3.59 -2.31 -0.158
O -2.73 4.35 -2.51 0.023
H 0.23 3.61 3.24 0.102
H -0.57 1.91 2.98 0.073
H -1.72 3.39 3.38 0.103
H -3.84 2.53 -0.28 0.128
H -2.95 4.24 0.09 0.117
H -3.45 3.14 1.55 0.100
H 2.09 1.43 -0.96 0.141
H 1.27 -0.01 -1.88 0.134
H -0.43 -0.53 0.09 0.151
H 0.32 0.92 1.08 0.099
C -1.38 -2.39 -3.45 -0.072
C -0.80 -2.94 -2.19 -0.323
O -1.80 -2.67 -1.23 0.131
C -2.97 -2.68 -1.93 -0.499
O -4.07 -2.76 -1.41 0.138
O -2.76 -2.60 -3.28 0.085
F 0.32 -2.27 -1.84 0.064
H -1.18 -1.32 -3.58 0.151
H -1.01 -2.92 -4.34 0.105
H -0.60 -4.02 -2.22 0.163
C -0.60 -4.33 -7.57 -0.063
C -0.42 -5.81 -7.48 -0.326
O 0.20 -5.99 -6.23 0.157
C -0.23 -4.95 -5.46 -0.471
O -0.13 -4.92 -4.25 0.143
O -0.80 -3.97 -6.21 0.058
F 0.41 -6.25 -8.45 0.086
H 0.28 -3.82 -7.95 0.154
H -1.46 -4.05 -8.18 0.150
H -1.36 -6.37 -7.51 0.180
C -3.51 -0.24 5.03 -0.071
C -3.66 0.34 6.40 -0.330
O -2.36 0.79 6.70 0.150
C -1.80 1.10 5.50 -0.495
O -0.79 1.78 5.37 0.126
O -2.51 0.58 4.46 0.059
F -4.00 -0.62 7.29 0.084
H -3.17 -1.28 5.04 0.153
H -4.44 -0.18 4.45 0.147
H -4.36 1.17 6.46 0.178